(1)
Here is a 3-piece molecular cluster, C24H42Br2F6N6O7P2S overall in a non-equilibrium geometry from the Open Molecules 2025 dataset. Energies are from the ωB97M-V functional and the def2-TZVPD basis.

```
90
Properties=species:S:1:pos:R:3:forces:R:3
C -1.05242 -5.58144 -2.96000 -0.46 -0.09 -0.37
C -2.03415 -5.05957 -4.02896 0.26 -0.21 0.76
F -3.34133 -5.10454 -3.55792 -0.10 -0.10 0.10
C -1.74435 -3.63633 -4.42828 0.04 -0.25 -0.17
C -1.67029 -3.23084 -5.69016 0.16 0.36 -0.31
Br -1.89736 -4.33071 -7.21843 -0.06 0.46 0.36
C -1.35904 -1.76888 -5.93666 0.06 -0.01 -0.12
O -1.91616 -1.09041 -6.75879 0.32 -0.20 0.01
C -0.30108 -1.21656 -5.00204 -0.85 -0.30 -1.05
S 0.96735 -0.09482 -5.60254 1.62 0.86 2.50
O 2.22134 -0.65665 -5.19674 -0.01 -1.04 -1.00
O 0.80997 1.22528 -5.06277 -1.36 0.23 -0.72
C 0.94805 0.06435 -7.45886 -0.56 -0.18 -0.31
F 2.08079 0.68444 -7.76062 0.45 -0.01 0.41
F -0.04296 0.87256 -7.81334 -0.40 -0.12 0.00
C 0.88916 -1.29063 -8.25585 0.77 0.37 -1.15
F -0.22343 -1.39997 -8.95579 -0.45 -0.12 0.36
F 1.06957 -2.35334 -7.48096 -0.37 -0.07 0.43
F 1.88577 -1.27804 -9.14563 0.20 -0.06 0.06
C -0.37040 -1.59596 -3.73038 0.87 0.28 0.13
C 0.57357 -1.12862 -2.65229 -1.16 -0.10 1.08
C 1.53580 -2.24965 -2.23240 0.83 -0.04 -0.68
O 2.40350 -2.67390 -2.92714 -0.82 0.17 0.72
Br 1.23836 -2.95479 -0.42478 -0.02 0.20 -0.44
C -1.48264 -2.57862 -3.37283 0.06 -0.32 -0.28
O -2.09064 -2.51475 -2.34112 0.31 0.01 0.02
H -1.55778 -5.63371 -1.99534 0.17 0.35 0.03
H -0.75431 -6.59981 -3.21139 0.10 0.10 0.00
H -0.16485 -4.94702 -2.93427 0.02 -0.15 0.29
H -1.98765 -5.74282 -4.87455 -0.08 0.39 -0.29
H 1.08999 -0.20617 -2.90509 0.37 -0.31 -0.24
H -0.04893 -0.88429 -1.78365 0.07 -0.08 -0.05
C 2.97910 4.44088 -1.52756 -0.24 0.70 0.30
N 2.16502 3.31821 -1.12118 -0.41 -0.67 -0.71
C 1.39423 2.77124 -2.23636 -0.10 -0.35 0.06
P 1.48532 2.98515 0.43606 7.35 1.69 0.18
O 1.72272 1.48406 0.40276 -4.13 0.06 0.02
N 2.64086 3.26167 1.72971 0.22 -0.04 0.58
C 3.96980 3.79042 1.46975 -0.09 0.49 -0.23
C 2.81878 2.12197 2.63313 -0.25 -0.16 -0.08
N 0.86303 4.57419 0.65721 -2.15 -1.27 -0.23
C -0.26115 4.96367 -0.19322 0.09 -0.08 -0.42
C 1.37632 5.65562 1.47234 -0.13 0.13 0.88
H 2.43825 5.39976 -1.56354 0.03 0.04 0.01
H 3.38118 4.27006 -2.52721 -0.24 -0.19 -0.05
H 3.85909 4.56461 -0.90375 -0.14 0.03 0.17
H 0.45740 3.32013 -2.39961 0.01 -0.01 -0.20
H 1.14097 1.72745 -2.05017 -0.03 0.06 0.16
H 1.95867 2.79083 -3.16802 0.11 0.09 0.08
H 4.53899 3.16106 0.77234 0.05 0.04 -0.01
H 4.53684 3.85861 2.40100 -0.11 -0.18 0.07
H 3.94091 4.81324 1.09541 -0.05 -0.03 -0.17
H 3.46548 1.35135 2.19902 -0.06 -0.08 0.03
H 1.86309 1.66581 2.87897 0.04 -0.03 -0.04
H 3.26927 2.45434 3.57189 0.02 0.20 -0.07
H 0.07942 5.38634 -1.14573 -0.01 0.03 0.01
H -0.89504 5.70903 0.28793 0.07 -0.06 0.14
H -0.89885 4.10615 -0.41172 0.03 0.00 -0.08
H 2.17439 6.19625 0.95530 0.06 -0.09 -0.01
H 1.73176 5.31409 2.44020 0.20 -0.14 -0.17
H 0.58973 6.38243 1.69545 -0.15 -0.13 -0.23
C -0.19807 0.11323 5.01486 -0.49 0.30 0.51
N -0.82380 -0.73236 4.02465 0.27 0.08 -0.93
C -0.73854 -0.15129 2.68277 -0.14 -0.40 -0.31
P -2.12524 -1.85058 4.24995 5.15 -0.71 4.53
O -1.63743 -2.91206 3.28714 -3.26 1.19 -1.64
N -1.94461 -2.82864 5.69256 -0.01 -0.44 0.29
C -0.83548 -2.63892 6.61258 -0.04 0.52 0.17
C -2.05091 -4.27131 5.45432 -0.17 -0.01 -0.34
N -3.12018 -0.74313 5.11254 -1.33 -0.25 -2.05
C -3.66911 0.37761 4.35163 0.32 0.20 -0.21
C -3.39167 -0.67017 6.53294 -0.53 -0.45 0.44
H -0.84003 0.93178 5.37880 0.01 0.01 0.05
H 0.69770 0.57796 4.60065 -0.11 -0.04 -0.27
H 0.16484 -0.44715 5.87190 -0.21 -0.06 0.04
H -1.54559 0.57251 2.49917 0.11 0.12 -0.08
H -0.80581 -0.92923 1.92027 -0.08 -0.04 0.09
H 0.21050 0.35727 2.51844 0.04 -0.06 0.13
H 0.13923 -2.75806 6.12015 0.04 0.03 0.06
H -0.89229 -3.36554 7.42640 -0.09 -0.15 -0.15
H -0.87456 -1.67049 7.11127 0.05 0.10 -0.14
H -1.12683 -4.68618 5.03667 -0.04 -0.06 -0.07
H -2.86566 -4.49598 4.76901 0.08 0.00 -0.04
H -2.26366 -4.79101 6.39188 0.02 0.19 0.12
H -2.98223 1.23232 4.33643 -0.02 0.02 0.01
H -4.61560 0.72533 4.76697 -0.01 -0.16 0.07
H -3.86960 0.08578 3.31986 0.07 0.04 -0.03
H -2.59373 -0.14118 7.06280 0.07 -0.07 -0.02
H -3.54088 -1.64957 6.97827 0.29 -0.04 -0.07
H -4.31977 -0.12337 6.72433 0.03 0.10 -0.28
```
Positions in Å, forces in eV/Å.

charge = 0
molar mass = 894.45 g/mol
orbital gap = 6.222 eV

(2)
Here is a 3-piece molecular cluster, C24H42ClIO10 overall in a non-equilibrium geometry from the Open Molecules 2025 dataset. Energies are from the ωB97M-V functional and the def2-TZVPD basis.

```
78
Properties=species:S:1:pos:R:3:forces:R:3
C -1.73569 -0.93880 4.59480 0.61 -0.24 -0.23
C -0.59887 -1.52934 3.76692 -0.40 0.18 -0.47
C -0.84694 -1.36101 2.25185 0.44 0.04 0.61
C -0.05867 -0.18744 1.67131 -0.58 -0.08 -0.41
C -0.80576 0.46999 0.49924 0.58 0.36 0.12
C 0.09103 1.22766 -0.53694 -0.96 -0.44 1.24
C 1.05653 0.25412 -1.19462 -0.01 0.05 -0.01
C 0.44352 -1.05111 -1.68335 0.53 0.05 -0.22
O 0.69214 -2.08506 -0.75995 -0.35 0.17 0.25
C 0.45428 -3.36715 -1.30336 0.12 -0.44 0.04
C -0.18373 -4.27471 -0.28733 -0.10 0.11 0.34
C -0.90628 1.94919 -1.46653 -0.42 -0.29 -0.65
C -0.58892 2.14812 -2.94398 0.20 0.31 0.23
C 0.83099 2.65260 -3.25721 -0.42 -0.36 -0.32
C 0.81800 3.96297 -4.01117 0.50 -0.15 0.43
I 2.84513 4.51563 -4.47580 -0.22 0.06 -0.04
O -1.17415 3.23805 -0.89116 0.76 0.22 0.52
C -0.16716 3.58839 -0.04440 -0.22 1.50 0.06
O -0.02442 4.72487 0.36376 -0.22 -1.71 -0.56
C 0.69209 2.37452 0.28546 0.54 1.09 -0.53
C 2.17241 2.73563 0.09673 0.18 -0.20 0.16
C 2.97484 2.25399 1.27074 -0.22 0.20 2.86
O 2.72477 2.46286 2.44642 0.61 -0.56 -2.93
Cl 4.40199 1.25578 0.83324 -0.28 0.29 0.02
H -2.64193 -1.49779 4.39916 -0.33 -0.01 0.06
H -1.88244 0.10015 4.31980 -0.17 0.25 0.04
H -1.48847 -0.99842 5.64712 -0.15 0.07 0.31
H -0.47567 -2.58003 4.00631 0.06 -0.20 0.13
H 0.32776 -1.02111 4.01188 0.30 -0.04 0.16
H -1.90495 -1.20164 2.06664 -0.31 -0.07 0.02
H -0.55258 -2.27528 1.75379 -0.03 -0.12 -0.36
H 0.92180 -0.54055 1.37490 0.27 -0.03 -0.02
H 0.06653 0.55880 2.44831 0.19 0.15 0.23
H -1.44585 1.23403 0.93849 -0.36 0.07 -0.01
H -1.47567 -0.22448 0.00586 0.05 -0.34 -0.21
H 1.82803 0.00846 -0.47284 0.22 -0.20 0.08
H 1.57064 0.68493 -2.04366 0.10 0.28 -0.03
H -0.62270 -0.95020 -1.89245 -0.26 -0.03 0.02
H 0.92936 -1.30642 -2.62571 0.02 -0.08 -0.24
H 1.40571 -3.80518 -1.60467 0.22 0.03 -0.20
H -0.17224 -3.31375 -2.19032 -0.18 0.17 -0.19
H -0.38832 -5.25028 -0.71103 0.02 -0.22 -0.16
H -1.11815 -3.86559 0.08214 -0.21 0.12 -0.03
H 0.46743 -4.40740 0.56956 0.18 -0.04 0.16
H -1.84693 1.40747 -1.42247 -0.23 -0.03 0.02
H -0.84488 1.24567 -3.48777 0.15 -0.28 -0.12
H -1.29122 2.89999 -3.29376 -0.30 0.06 -0.05
H 1.34138 1.91664 -3.86949 0.21 -0.15 -0.05
H 1.39594 2.73339 -2.34090 0.22 0.30 0.10
H 0.27434 3.87259 -4.93789 -0.06 0.13 -0.28
H 0.42019 4.75814 -3.39706 -0.12 0.26 -0.02
H 0.56463 2.28833 1.35898 -0.16 -0.41 0.17
H 2.61082 2.34892 -0.81224 0.00 -0.07 -0.16
H 2.26914 3.81808 0.08802 0.07 0.24 0.08
C -6.15999 -1.25905 -5.01453 -0.07 -0.17 -0.11
O -6.27703 -0.47537 -3.82549 -0.07 -0.06 0.00
C -5.44624 0.56174 -3.77179 -0.08 -0.09 0.12
O -4.64042 0.86356 -4.61087 0.16 0.05 -0.15
O -5.65433 1.20143 -2.62472 -0.03 0.08 0.09
C -4.82802 2.35248 -2.44372 0.07 0.21 0.16
H -6.88741 -2.05975 -4.92376 -0.03 0.03 0.09
H -6.38602 -0.65928 -5.89360 0.08 0.04 -0.01
H -5.16106 -1.68212 -5.09903 0.04 0.07 -0.03
H -5.01959 3.09189 -3.21848 0.06 -0.05 -0.08
H -3.77694 2.07158 -2.44587 0.01 0.02 -0.11
H -5.08372 2.77385 -1.47650 -0.09 -0.11 0.03
C 4.90005 -0.11588 3.99267 0.02 0.20 0.02
O 4.76004 -1.19644 4.92094 0.06 0.09 0.07
C 4.50079 -2.36844 4.35319 -0.02 0.06 0.15
O 4.37947 -2.57357 3.17543 -0.02 -0.05 -0.22
O 4.39332 -3.28221 5.31684 0.00 -0.08 0.09
C 4.10950 -4.59854 4.84302 -0.03 -0.19 0.06
H 5.10062 0.77444 4.58091 -0.02 -0.07 0.10
H 5.73083 -0.29810 3.31447 -0.05 -0.07 -0.06
H 3.98254 0.02591 3.42952 -0.01 -0.05 -0.06
H 4.90614 -4.95318 4.19214 -0.03 0.04 -0.07
H 3.15910 -4.61977 4.31328 0.03 0.03 -0.08
H 4.04957 -5.23240 5.72257 0.02 0.08 0.06
```
Positions in Å, forces in eV/Å.

charge = 0
molar mass = 652.95 g/mol
orbital gap = 9.907 eV

(3)
Here is C24H42HfNP3Se as an isolated structure in a non-equilibrium geometry from the Open Molecules 2025 dataset. Energies are from the ωB97M-V functional and the def2-TZVPD basis.

```
72
Properties=species:S:1:pos:R:3:forces:R:3
Hf -0.53771 0.07281 -0.35538 0.38 2.10 0.71
P -2.00207 -1.99709 -0.13717 -1.61 -2.66 0.22
P 1.50122 -0.05141 1.26038 3.39 -0.01 2.22
P 0.88497 -1.18827 -2.06883 1.59 -1.86 -1.67
H -3.58265 2.29839 -2.70524 0.96 -0.13 -0.02
C -3.20215 1.29675 -2.95352 -0.04 0.00 -0.01
C -2.39524 0.50591 -2.21061 -0.65 0.78 -0.55
H -1.67241 0.99252 -1.47576 -2.51 0.98 -1.53
C -3.48948 -1.86692 0.91139 -0.09 0.49 0.12
C -1.05847 -3.32277 0.71130 0.40 0.36 -0.03
C -2.65055 -2.84034 -1.64312 0.21 0.40 -0.21
C 2.80534 1.25248 1.13680 -0.42 0.47 -0.74
C 1.26459 0.00677 3.08926 -0.89 -0.02 0.20
C 2.61563 -1.51198 1.13108 -0.33 -0.59 -0.52
C 0.00157 -1.05289 -3.66434 -0.29 0.45 -0.09
C 1.25509 -2.97051 -1.93628 -0.25 -0.27 0.35
C 2.57413 -0.55116 -2.32053 0.01 0.73 0.06
H -3.60829 0.96136 -3.93291 -0.09 -0.37 1.07
H -2.47217 -0.56342 -2.37197 0.92 0.34 -0.19
H -4.08036 -0.98843 0.62271 0.01 -0.23 0.11
H -3.19701 -1.78853 1.96706 -0.08 0.02 -0.25
H -4.09712 -2.77367 0.77288 0.23 0.25 0.04
H -0.64994 -2.92254 1.64946 -0.08 -0.27 -0.10
H -0.23956 -3.69496 0.08169 -0.29 0.06 0.32
H -1.75312 -4.14252 0.93439 0.13 0.16 -0.02
H -3.00517 -2.10737 -2.37688 -0.09 -0.51 0.11
H -3.51712 -3.44323 -1.34824 0.31 -0.05 -0.03
H -1.87524 -3.46168 -2.11042 -0.30 0.08 0.15
H 3.55360 1.15779 1.94045 -0.44 -0.22 -0.20
H 2.33558 2.23971 1.19868 0.20 -0.04 0.05
H 3.31383 1.17256 0.16859 -0.03 0.07 0.20
H 2.16980 -0.36142 3.60181 -0.30 0.13 -0.43
H 0.41267 -0.61749 3.38787 0.22 0.07 0.08
H 1.06886 1.03162 3.44247 0.05 -0.28 -0.28
H 3.30456 -1.56802 1.98416 -0.29 0.25 -0.13
H 3.22070 -1.46071 0.21847 -0.17 0.03 0.32
H 2.03866 -2.44083 1.09970 0.13 0.00 0.12
H 0.69737 -1.20130 -4.49389 0.01 -0.06 0.10
H -0.47740 -0.07170 -3.76724 0.31 -0.12 -0.16
H -0.79634 -1.80043 -3.72430 0.20 -0.02 0.06
H 1.81852 -3.28513 -2.82178 -0.10 0.14 0.05
H 0.34205 -3.57164 -1.86704 0.28 0.08 -0.15
H 1.87577 -3.15742 -1.05173 -0.14 -0.01 -0.23
H 2.88423 -0.76114 -3.35123 -0.08 0.07 0.17
H 3.27825 -1.03018 -1.63385 -0.22 0.02 -0.24
H 2.59945 0.52959 -2.13869 0.17 -0.09 -0.27
C 0.28246 3.39161 -2.93491 0.11 0.38 0.35
C -0.52551 3.39560 -4.06478 -0.28 -0.69 -0.02
C 0.07996 3.30688 -5.32461 0.37 0.32 0.09
C 1.46898 3.41936 -5.43177 -0.03 -0.41 -0.26
C 2.25567 3.59401 -4.30542 -0.10 0.70 0.31
C 1.64778 3.62108 -3.05015 0.15 -0.78 0.79
Se -0.30633 3.13710 -0.96038 -0.91 -0.23 -1.38
H -1.84083 3.36495 -1.00647 1.47 -0.13 -0.11
H -1.59394 3.47324 -3.98832 -0.35 -0.25 -0.01
H -0.49378 3.18555 -6.24799 -0.07 0.26 0.51
H 1.94835 3.36503 -6.40773 -0.19 0.09 0.16
H 3.31717 3.82364 -4.39375 -0.23 -0.24 0.04
H 2.21899 3.75322 -2.13554 0.26 0.07 -0.22
N -1.46568 0.81271 1.36052 -0.97 0.64 1.22
C -1.92861 1.26912 2.34940 0.58 -0.30 0.08
C -2.31483 1.66520 3.62218 -0.56 0.35 -0.20
C -3.45038 1.06125 4.21213 -0.37 -0.80 0.47
C -3.61027 1.13471 5.59349 -0.45 -0.01 -0.52
C -2.71165 1.88425 6.36110 -0.15 -0.46 0.11
C -1.70732 2.62484 5.74828 0.50 0.64 -0.50
C -1.52475 2.56672 4.37578 0.39 -0.31 0.29
H -4.15133 0.48840 3.58894 0.36 0.21 0.42
H -4.45252 0.62376 6.07315 0.37 0.22 -0.23
H -2.78569 1.86488 7.44917 -0.08 0.15 -0.28
H -1.05643 3.26802 6.34070 -0.21 -0.15 -0.13
H -0.76021 3.13952 3.86590 0.10 0.02 0.22
```
Positions in Å, forces in eV/Å.

charge = +4
molar mass = 694.98 g/mol
orbital gap = 5.475 eV